(1)
{
  "formula": "C4H15NO3",
  "method": "wB97M-V/def2-TZVPD",
  "symbols": ["C", "C", "C", "N", "C", "H", "H", "H", "H", "H", "H", "H", "H", "H", "H", "H", "O", "H", "H", "O", "H", "H", "O"],
  "coordinates": [[0.728944, -0.568733, 0.951162], [0.722690, -1.658260, -0.026461], [0.078480, -1.095487, -1.567649], [-0.523217, 0.098747, -1.917793], [0.956203, -3.050964, 0.405621], [0.301532, 0.281038, 0.382367], [1.732843, -0.190762, 1.220280], [0.160150, -0.609945, 1.904924], [0.693582, -1.522460, -2.370643], [-1.227787, 0.278990, -1.196931], [-0.447751, -1.686011, -0.679264], [1.996535, -3.363631, 0.658145], [0.601689, -3.854498, -0.265362], [0.369998, -3.173151, 1.327715], [-1.116713, 3.771176, 1.265801], [0.253867, 2.706753, -0.092546], [-0.759991, 2.890267, 1.126853], [0.129128, 0.883704, -2.004943], [1.770734, 2.805492, -0.394846], [0.962836, 2.445563, -0.775411], [-3.260385, 1.336717, 0.813110], [-1.737083, 2.034762, 0.803879], [-2.386283, 1.240692, 0.431993]],
  "forces_ev_per_a": [[-1.46, 1.77, 0.10], [1.63, 2.74, -1.95], [3.44, -0.55, 1.68], [-0.05, -1.47, 2.04], [-0.73, -1.68, -0.04], [0.25, 0.11, 0.79], [-0.04, -0.66, -0.46], [0.27, -0.60, -0.58], [-0.91, -1.11, 0.52], [-0.32, 1.12, 0.00], [-2.32, -0.69, -1.28], [-0.47, 1.03, -0.28], [0.11, 0.61, -0.10], [0.25, -0.13, -0.01], [0.06, -0.02, -0.06], [-0.22, 0.04, 0.30], [0.34, 0.07, -0.06], [0.00, 0.23, 0.07], [-0.06, -0.05, -0.15], [0.09, -0.15, -0.11], [0.02, 0.01, 0.00], [0.05, 0.02, -0.05], [0.07, -0.65, -0.37]],
  "gap_ha": 0.2096,
  "energy_ev": -12017.9490,
  "e_lumo_ev": -2.21,
  "homo_energy_ev": -7.916,
  "charge": 0
}

---

(2)
{
  "formula": "C4H15NO3",
  "method": "wB97M-V/def2-TZVPD",
  "symbols": ["N", "C", "C", "C", "C", "H", "H", "H", "H", "H", "H", "H", "H", "H", "H", "H", "O", "H", "H", "O", "H", "H", "O"],
  "coordinates": [[-0.709366, -1.120289, -1.555982], [0.065183, -1.445764, -0.289351], [1.145423, -0.428636, -0.091225], [1.177338, 0.406602, -1.376294], [-0.149533, 0.312248, -2.001749], [-0.356294, -1.766413, -2.245667], [0.315936, -2.594661, -0.173835], [-0.781357, -1.305454, 0.668273], [2.158130, -0.834817, 0.129984], [0.902651, 0.258884, 0.915149], [1.996009, 0.212988, -1.980737], [1.320717, 1.416357, -1.123763], [-0.174006, 0.450319, -3.111236], [-0.803315, 1.003228, -1.477338], [-0.615570, -0.367011, 2.183490], [-0.242865, -0.847648, 3.660536], [0.027066, -0.904066, 2.696192], [-2.131617, 0.376926, 0.925607], [-1.643979, -1.399280, 0.965142], [-1.347158, 0.828635, 1.346491], [0.292913, 3.219657, 0.925486], [-0.485830, 1.919778, 0.786639], [0.039516, 2.608412, 0.224192]],
  "forces_ev_per_a": [[2.66, 1.08, 1.67], [-0.20, -1.97, -3.98], [0.03, 1.78, 2.84], [-0.34, 0.40, 1.39], [-1.82, -1.80, 0.25], [-0.28, -0.57, -0.18], [-0.78, 2.46, -0.02], [-1.61, -0.30, 0.87], [-0.97, -0.33, 0.03], [0.44, -1.66, -2.79], [1.50, -1.22, -1.39], [0.15, 1.43, 0.63], [-0.20, -0.36, 1.01], [-0.20, 0.19, -0.39], [-0.26, 1.22, 0.45], [0.44, 0.02, -1.96], [0.12, -0.97, 2.36], [0.90, 1.53, 0.44], [2.24, 0.74, -0.62], [-1.77, -2.12, -0.32], [0.14, 0.27, -0.32], [-0.04, 0.39, -1.16], [-0.14, -0.19, 1.19]],
  "gap_ha": 0.2458,
  "energy_ev": -12017.4695,
  "e_lumo_ev": -2.41,
  "homo_energy_ev": -9.100,
  "charge": 0
}

---

(3)
{
  "formula": "C4H15NO3",
  "method": "wB97M-V/def2-TZVPD",
  "symbols": ["C", "C", "C", "N", "C", "O", "H", "H", "H", "H", "H", "H", "H", "H", "H", "H", "H", "O", "H", "H", "O", "H", "H"],
  "coordinates": [[2.891900, -0.060212, -1.950561], [1.432723, -0.005254, -2.387029], [0.491249, -0.828354, -1.507572], [-0.260714, 0.085982, -0.636831], [-0.582405, -0.402691, 0.659722], [0.440100, -0.994574, 1.429317], [3.140609, -1.087185, -1.707774], [3.081252, 0.507587, -1.032573], [3.585188, 0.360730, -2.677867], [1.394685, -0.320370, -3.435730], [1.069135, 1.018076, -2.524993], [-0.239754, -1.272798, -2.165216], [0.994126, -1.639250, -0.986144], [0.174660, 0.996002, -0.576875], [-1.001577, 0.459846, 1.185286], [-1.382503, -1.113819, 0.667976], [0.434668, -1.941124, 1.550090], [-3.938220, -2.906345, 4.891785], [-3.244992, -2.645394, 5.506888], [-4.212582, -2.075131, 4.491640], [-1.362512, 4.340937, 0.637350], [-1.784605, 5.175137, 0.858905], [-1.120423, 4.348196, -0.289789]],
  "forces_ev_per_a": [[-0.04, 0.57, 0.68], [0.53, -0.07, -0.92], [-0.70, 1.17, -0.77], [0.59, -0.60, 0.36], [-1.00, 0.15, 0.49], [1.46, 1.06, 0.49], [0.31, -0.20, -0.23], [-0.23, -0.05, 0.03], [-0.07, -0.23, -0.21], [-0.04, -0.57, 0.16], [-0.02, 0.09, 0.60], [-0.30, -0.50, -0.23], [0.26, 0.16, 0.25], [0.19, -0.15, 0.06], [0.38, -0.02, 0.33], [-0.73, -0.60, -0.67], [-0.60, -0.20, -0.41], [0.07, 0.14, 0.04], [-0.01, -0.09, 0.01], [-0.06, -0.05, -0.05], [0.05, -0.34, 0.40], [0.07, 0.04, -0.30], [-0.12, 0.29, -0.10]],
  "gap_ha": 0.3582,
  "energy_ev": -12022.9932,
  "e_lumo_ev": 0.74,
  "homo_energy_ev": -9.010,
  "smiles": "CCCNCO.O.O",
  "charge": 0
}

---

(4)
{
  "formula": "C4H15NSi2",
  "method": "wB97M-V/def2-TZVPD",
  "symbols": ["C", "C", "C", "C", "N", "Si", "Si", "H", "H", "H", "H", "H", "H", "H", "H", "H", "H", "H", "H", "H", "H", "H"],
  "coordinates": [[-1.735601, -0.210296, 1.290180], [0.859943, 0.361912, -2.860639], [-0.161778, -1.450809, -1.537592], [-0.241530, 0.032842, 1.395357], [0.369661, -0.144342, -1.549571], [0.208072, 0.997753, 2.963816], [0.562428, 0.772367, -0.153949], [-2.147164, 0.671051, 0.985646], [-1.969546, -0.867607, 0.548759], [-2.010146, -0.605227, 2.184977], [0.858220, -0.406366, -3.556470], [0.149436, 1.164610, -3.148347], [1.814916, 0.791871, -2.845976], [0.676973, -2.252256, -1.862028], [-0.488134, -1.760548, -0.629503], [-0.850080, -1.532504, -2.359187], [0.260995, -1.060912, 1.360071], [-0.849562, 0.519172, 3.842852], [0.011600, 2.353949, 2.613358], [1.426405, 0.774792, 3.675445], [2.858341, -0.267653, 0.182929], [0.396551, 2.118201, -0.540127]],
  "forces_ev_per_a": [[2.63, 0.82, -0.21], [-2.61, 1.33, 1.88], [3.60, -1.75, -4.01], [2.57, -2.35, -1.18], [0.19, 1.30, -0.40], [-0.90, -1.50, -0.46], [2.23, -3.17, 0.99], [-1.95, 2.52, -0.06], [-0.51, -2.08, -2.10], [-1.61, -0.72, 2.58], [-0.14, -1.48, -1.36], [0.42, -0.44, -0.40], [1.59, 0.46, 0.46], [-1.41, 1.46, 0.82], [-1.34, -0.77, 2.53], [-1.00, -0.31, 0.00], [-0.62, 2.45, 0.43], [-0.39, 0.14, 0.54], [-0.09, 1.43, -0.11], [0.99, -0.14, 0.09], [-1.80, 1.33, -0.02], [0.15, 1.47, -0.01]],
  "gap_ha": 0.2795,
  "energy_ev": -21631.9269,
  "e_lumo_ev": 0.15,
  "homo_energy_ev": -7.459,
  "charge": 0
}

---

(5)
{
  "formula": "C4H16AlN8O4",
  "method": "wB97M-V/def2-TZVPD",
  "symbols": ["Al", "C", "O", "N", "N", "H", "H", "H", "H", "C", "O", "N", "N", "H", "H", "H", "H", "C", "O", "N", "N", "H", "H", "H", "H", "C", "O", "N", "N", "H", "H", "H", "H"],
  "coordinates": [[-3.787845, -4.432804, -19.990817], [-3.918083, -8.386113, -20.887749], [-3.557441, -7.260793, -20.655802], [-3.211892, -9.045046, -21.766932], [-4.919641, -9.021024, -20.373113], [-3.436359, -10.019973, -21.905599], [-2.376674, -8.524067, -21.992996], [-4.937793, -9.999037, -20.624613], [-5.608227, -8.496670, -19.852525], [-4.330001, -2.756446, -23.659493], [-4.583380, -3.356510, -22.643849], [-3.583067, -1.669602, -23.675381], [-4.791085, -3.072409, -24.791771], [-2.933016, -1.549488, -22.911758], [-3.345608, -1.128313, -24.494348], [-4.510790, -2.633673, -25.657244], [-5.530454, -3.756820, -24.721015], [-0.493778, -6.594071, -20.242080], [-1.040025, -5.563945, -19.987338], [-0.762467, -7.776127, -19.748890], [0.313723, -6.746905, -21.285937], [-0.315404, -8.657262, -19.958243], [-1.470328, -7.818584, -19.029707], [0.379972, -7.697120, -21.621806], [0.297244, -5.962953, -21.922527], [-0.936507, -1.857319, -20.956246], [-1.793521, -2.748552, -21.121512], [-1.143740, -0.606488, -20.870350], [0.415686, -2.101331, -20.810429], [-0.288367, -0.070439, -20.903450], [-2.077056, -0.229966, -20.785225], [1.054761, -1.323264, -20.731049], [0.630002, -3.036808, -20.495719]],
  "forces_ev_per_a": [[1.45, -0.29, -1.47], [-1.05, -2.44, -1.04], [1.34, 6.12, 1.88], [1.25, -0.67, -1.06], [-1.39, -0.41, 1.03], [0.93, 0.00, -0.56], [0.14, -1.01, -0.72], [-1.18, 0.07, 0.57], [-0.19, -0.76, 0.12], [1.88, 3.06, -0.44], [-0.73, -3.02, 4.33], [2.38, 2.21, 1.21], [-2.60, -2.23, -3.23], [-0.19, 0.04, 0.06], [-0.23, -0.29, -0.23], [-0.30, -0.23, 0.03], [-0.06, -0.06, -0.99], [0.75, -3.26, -2.58], [-2.10, 4.31, 1.59], [-2.12, -2.16, 2.83], [0.80, 1.10, -1.45], [0.41, 0.36, 0.06], [0.23, -0.11, 0.19], [0.83, 0.35, -0.36], [0.55, -0.29, -0.31], [3.16, -1.92, 0.96], [-1.41, -1.20, 0.21], [-1.54, 3.36, -0.34], [-1.36, -1.79, -0.46], [-0.91, 1.06, 0.30], [0.30, 0.45, -0.21], [0.33, -0.52, 0.29], [0.64, 0.16, -0.20]],
  "gap_ha": 0.1096,
  "energy_ev": -31083.7951,
  "e_lumo_ev": -16.37,
  "homo_energy_ev": -19.350,
  "charge": 3
}

---

(6)
{
  "formula": "C4H16AlN8O8P",
  "method": "wB97M-V/def2-TZVPD",
  "symbols": ["Al", "P", "O", "O", "O", "O", "C", "O", "N", "N", "H", "H", "H", "H", "C", "O", "N", "N", "H", "H", "H", "H", "C", "O", "N", "N", "H", "H", "H", "H", "C", "O", "N", "N", "H", "H", "H", "H"],
  "coordinates": [[-0.400474, 0.210324, -0.499457], [1.068442, 3.105523, -0.564219], [1.914709, 1.816633, -0.435256], [0.165898, 2.792263, -1.770152], [1.783016, 4.392066, -0.464463], [0.166996, 2.737938, 0.641795], [3.176370, -1.171288, -1.386794], [2.000509, -1.314290, -1.069559], [3.944250, -0.066770, -1.075821], [3.759086, -2.064217, -2.244178], [3.420734, 0.695131, -0.656550], [4.775069, -0.244840, -0.528706], [3.172779, -2.850211, -2.460125], [4.733972, -2.056021, -2.474922], [0.977883, -2.527968, 1.850783], [0.073573, -1.944250, 1.285429], [1.392270, -2.216317, 3.118388], [1.744311, -3.465123, 1.208990], [2.168546, -2.711227, 3.512934], [1.003903, -1.421838, 3.586658], [1.795359, -3.565460, 0.213745], [2.416979, -4.013842, 1.715820], [-2.642207, 1.307203, -3.262542], [-2.237234, 0.331557, -2.621802], [-3.755709, 1.226050, -4.062258], [-1.969700, 2.490506, -3.299085], [-4.023257, 2.025710, -4.601515], [-4.246384, 0.354570, -4.045829], [-1.134066, 2.658579, -2.750979], [-2.364082, 3.180849, -3.910734], [-2.477691, 0.220837, 3.036067], [-1.641412, 0.215656, 2.144202], [-2.178741, 0.473086, 4.350652], [-3.811028, -0.008211, 2.772623], [-3.003508, 0.456007, 4.924442], [-1.300200, 0.798167, 4.695195], [-3.928580, -0.246811, 1.803675], [-4.540378, 0.400032, 3.323552]],
  "forces_ev_per_a": [[-0.10, -0.32, -0.01], [-0.32, 0.60, -1.26], [-0.22, 0.07, 0.95], [0.51, 0.39, 0.57], [0.01, -0.11, -0.11], [0.40, -0.64, 0.35], [-0.46, 0.11, -0.61], [0.15, 0.12, -0.03], [0.40, 0.26, 0.53], [-0.22, -0.12, 0.59], [-0.20, -0.32, 0.02], [0.18, -0.15, -0.36], [0.28, -0.17, -0.12], [-0.01, 0.09, -0.10], [0.44, 0.76, -0.96], [-0.24, 0.01, 0.08], [0.00, -0.64, -0.05], [0.53, -0.90, 0.67], [0.06, 0.23, 0.19], [-0.20, -0.02, -0.03], [-0.61, 0.44, -0.11], [0.00, 0.15, 0.05], [1.10, -0.11, -0.08], [-0.36, 0.17, 0.17], [0.61, 0.24, 0.57], [-1.52, -0.53, -0.67], [-0.41, -0.25, -0.15], [-0.22, 0.06, -0.22], [0.09, 0.00, 0.01], [0.37, 0.37, 0.18], [0.93, 0.77, -0.42], [-0.21, -0.14, 0.38], [-1.50, -0.48, -0.30], [0.82, -0.43, 0.03], [0.51, 0.14, 0.66], [0.14, 0.12, -0.25], [-0.55, 0.21, 0.00], [-0.16, -0.01, -0.15]],
  "gap_ha": 0.1465,
  "energy_ev": -48595.9168,
  "e_lumo_ev": -3.96,
  "homo_energy_ev": -7.944,
  "charge": 0
}